Record 1
# C22H3BCl76F7N

A cluster of 20 separate species, C22H3BCl76F7N in total at a distorted geometry (ωB97M-V/def2-TZVPD, the Open Molecules 2025 dataset).

Computed properties:
LUMO (eV): -1.2
Spin multiplicity: 1
Kohn-Sham gap (eV): 9.30

Structure (XYZ):
```
110
Properties=species:S:1:pos:R:3:forces:R:3:lowdin_charge:R:1
Cl -2.713559 -7.318008 -8.914747 -0.28 0.29 -0.13 0.52
Cl -4.434517 -4.072328 -2.132627 -0.26 0.27 0.14 0.52
Cl -1.879050 -0.468579 -1.184520 0.52 0.06 -0.13 0.48
Cl 6.552964 1.588404 -3.062988 -0.40 -0.05 0.11 0.52
Cl 11.378746 7.552858 0.282999 0.08 -0.17 0.38 0.52
Cl 7.599043 3.354006 1.434012 0.13 0.36 -0.32 0.56
Cl -15.365252 -6.897035 -11.181090 0.26 0.28 -0.21 0.51
Cl -5.717616 -2.918900 -7.334817 -0.01 0.54 0.21 0.47
Cl -6.952196 -3.643473 -0.738653 0.46 0.46 -0.16 0.49
Cl 13.176453 6.085361 2.038123 -0.65 -0.59 -0.18 0.48
Cl -15.382837 -4.338372 -12.566242 0.25 -0.34 0.13 0.51
Cl 6.310299 -5.102549 4.011049 0.23 0.27 -0.24 0.52
Cl -4.732471 -1.807020 -0.331200 -0.27 -0.25 -0.19 0.48
Cl -6.214947 -0.271935 -6.234120 0.40 -0.33 -0.46 0.47
Cl -3.518826 -1.365865 -6.230681 -0.40 0.00 -0.21 0.52
Cl -6.145891 -1.839225 -2.874131 0.17 -0.27 0.36 0.49
Cl -7.120846 2.743078 -1.699135 -0.30 -0.23 -0.26 0.52
Cl -7.630167 1.074417 -4.027556 -0.31 0.37 0.55 0.45
Cl -1.306282 3.214896 13.144111 -0.03 0.35 0.21 0.51
Cl 11.239013 7.941777 3.163104 -0.16 -0.35 -0.31 0.51
Cl -9.241489 0.752256 -1.626397 0.24 0.27 -0.27 0.51
Cl 8.492141 -3.179467 4.092919 -0.30 -0.20 -0.27 0.50
Cl -1.462653 6.500039 10.244966 0.23 0.57 -0.78 0.46
Cl -3.266265 0.843374 1.882436 0.18 -0.18 0.28 0.51
Cl 10.386761 -2.586416 0.900469 0.47 0.18 0.21 0.49
Cl 13.881441 11.176165 3.702794 0.24 -0.22 -0.20 0.51
Cl -3.327583 -4.474027 -8.921369 0.06 -0.54 -0.27 0.49
Cl 1.373073 7.149243 10.294862 -0.41 0.31 0.14 0.50
Cl -3.116879 4.841025 14.738853 0.39 -0.04 -0.15 0.51
Cl 0.583245 -1.414876 -2.412088 -0.18 0.29 0.19 0.51
Cl 13.240977 -2.021587 0.886143 -0.34 -0.09 0.26 0.52
Cl -8.466873 -7.106317 -4.531578 0.09 -0.02 -0.72 0.50
Cl 10.340728 5.436157 1.988227 0.97 0.38 0.65 0.48
Cl 4.449009 -0.413005 -2.879972 0.08 0.39 0.04 0.51
Cl -10.377854 -7.258333 -6.720281 0.40 0.18 0.25 0.52
Cl 3.827066 2.270018 -3.818248 0.23 -0.23 0.27 0.51
Cl -11.751737 -11.043257 -9.324154 0.23 0.28 -0.19 0.52
Cl -10.063130 -10.641398 -11.659300 -0.18 0.16 0.30 0.51
Cl -3.899292 -6.091225 -11.271599 0.01 0.00 0.43 0.52
Cl -4.757377 -0.556755 -8.736100 -0.08 -0.19 0.40 0.53
Cl -8.057251 -5.516241 -6.933486 -0.24 -0.34 0.19 0.49
Cl -5.482796 -6.427498 -8.853909 0.49 0.11 -0.19 0.48
Cl -0.314024 4.623520 15.488678 -0.26 -0.03 -0.29 0.51
Cl 0.685030 0.115663 0.060285 0.04 -0.10 -1.65 0.51
Cl -10.555808 -5.961685 -2.149416 0.18 -0.18 0.40 0.50
Cl 7.037971 6.196159 1.703568 -0.05 -0.33 -0.27 0.52
Cl -1.269645 5.085066 7.088478 0.40 -0.03 -0.23 0.50
Cl 1.533209 4.867561 7.838303 -0.29 -0.07 -0.44 0.50
Cl -13.052566 -5.138927 -11.018906 -0.31 -0.14 -0.24 0.50
Cl 0.540952 3.458937 5.493736 -0.75 0.67 0.88 0.61
Cl 11.580281 -1.067960 3.076592 0.05 -0.31 -0.26 0.50
Cl -2.644322 -1.839650 2.820712 0.01 0.34 0.04 0.52
Cl -7.721242 -8.404882 -7.026267 0.18 0.42 0.56 0.47
Cl 8.231650 -4.988519 1.829033 -0.34 0.12 0.35 0.50
Cl -0.054282 1.423954 -2.431217 -0.01 -0.35 0.21 0.52
Cl -0.424634 8.616740 8.539738 0.06 -0.20 0.38 0.52
Cl -0.564368 9.005658 11.419843 0.06 -0.24 -0.28 0.51
Cl -9.933865 -8.644709 -1.211140 0.09 0.42 0.04 0.52
Cl 6.315308 -2.829836 2.194380 0.36 -0.55 -0.02 0.54
Cl -9.538855 3.135252 -3.269157 0.29 -0.30 0.14 0.52
Cl 12.141352 -3.910114 2.807036 -0.09 0.36 -0.21 0.51
Cl -2.599663 0.398423 4.679406 0.07 -0.09 -0.37 0.53
Cl 14.378773 8.529201 2.602096 0.73 1.11 0.09 0.45
Cl 5.844452 4.677703 -0.472554 0.53 0.26 0.34 0.52
Cl 0.775636 6.358821 5.457629 -0.08 -0.33 0.23 0.52
Cl 4.493667 1.825067 -1.021278 -0.02 -0.47 -0.70 0.51
Cl -7.829909 -6.643300 -1.394156 -0.49 -0.31 0.14 0.46
Cl -9.889206 -6.406636 0.647554 0.11 -0.10 -0.40 0.52
Cl 8.698668 5.242532 -0.486880 -0.83 -0.19 -0.42 0.48
Cl -0.540366 0.161759 2.637696 -3.31 -1.50 -0.10 0.62
Cl 16.577562 10.082236 3.706232 -0.34 0.04 -0.20 0.51
Cl 15.339011 10.891345 1.200814 -0.07 -0.16 0.37 0.51
Cl -13.676645 -6.495176 -13.516235 -0.16 0.18 0.37 0.51
Cl -11.769322 -8.484595 -10.709306 0.24 -0.31 0.14 0.49
Cl -9.439052 -9.285149 -9.161971 -0.65 -0.42 -0.73 0.46
Cl -1.071597 6.114780 13.108004 -0.10 -0.62 1.11 0.47
F 3.733931 1.865948 5.346745 -1.27 0.78 -4.41 0.01
F 0.895037 1.466739 3.731582 6.60 -0.50 0.12 -0.25
F 2.664566 3.504790 3.971917 2.19 -4.88 -0.77 -0.06
F 4.476562 2.467124 1.582911 -0.14 -0.44 4.17 -0.11
F 5.344379 3.544060 3.519028 -2.22 -3.28 -1.15 -0.05
F 2.382972 -0.265520 4.407058 -0.04 4.26 -3.59 0.03
F 2.341250 0.520772 2.083865 0.40 1.38 5.22 -0.05
N 5.472687 -0.332423 3.807212 -0.45 1.97 -0.50 0.05
C 4.678995 2.274344 3.040195 1.00 2.23 -0.55 -0.17
C 7.337337 -4.025079 3.031862 0.06 -0.03 0.02 -1.99
C -14.369311 -5.717361 -12.070631 -0.04 0.01 -0.03 -2.02
C 11.837363 -2.396517 1.917574 -0.02 0.00 -0.05 -2.01
C -9.552192 -6.914058 -1.026787 -0.08 -0.05 -0.02 -2.00
C 15.044175 10.169738 2.802971 0.03 -0.03 0.02 -1.99
C -2.262649 -0.108999 3.005065 0.19 -0.22 -0.18 -1.95
C 4.830682 1.317645 -2.695619 -0.05 0.01 0.04 -1.99
C -1.452197 4.698576 14.119925 0.08 0.13 0.07 -2.00
C -0.269643 7.817909 10.124874 -0.02 -0.08 -0.16 -1.99
C -8.655818 -7.071425 -6.302893 -0.16 0.02 0.13 -1.96
C -5.052213 -1.278363 -7.133942 0.03 -0.09 -0.03 -1.99
C 0.395036 4.942617 6.469550 -0.04 -0.17 -0.03 -1.97
C -0.166266 -0.085981 -1.491871 0.07 0.05 0.00 -1.97
C 11.533737 6.754027 1.868136 -0.24 -0.01 0.09 -1.97
C 2.292865 0.937814 3.501662 -3.52 -1.26 0.63 -0.14
C -5.566249 -2.840500 -1.519164 -0.07 0.07 -0.04 -1.98
C 7.295054 4.867602 0.544551 -0.09 0.19 -0.16 -1.97
C -8.382827 1.926267 -2.655576 -0.07 0.05 0.09 -2.00
C 3.307738 2.145063 3.925282 0.76 2.50 1.78 -0.09
C -3.855807 -6.077689 -9.490381 0.05 0.03 -0.04 -2.00
C -10.755796 -9.863583 -10.213695 0.06 0.01 -0.07 -1.99
B 5.806594 1.079451 3.374400 -0.70 -1.49 0.50 -0.09
H 5.200646 -0.402037 4.816693 0.30 -0.17 -1.34 0.10
H 6.940499 1.435545 3.297501 -0.21 0.10 0.20 0.05
H 4.799388 -0.815117 3.174586 0.30 0.59 1.18 0.04
```
Positions in Å, forces in eV/Å.

=====

Record 2
# C22H40AlINO10

A structure of composition C22H40AlINO10 at a distorted geometry (ωB97M-V/def2-TZVPD, the Open Molecules 2025 dataset).

Computed properties:
Total charge: -1
LUMO (eV): 1.4
Spin multiplicity: 1
Kohn-Sham gap (eV): 6.18

Structure (XYZ):
```
75
Properties=species:S:1:pos:R:3:forces:R:3:lowdin_charge:R:1
I 4.705093 -5.078853 1.395782 0.04 0.14 -0.03 0.23
Al 4.107518 -6.568598 -0.686527 -1.06 -1.12 -0.84 -0.21
O 4.250049 -1.964158 -2.380678 -0.18 -0.28 2.10 -0.24
O -0.389629 4.445425 2.617420 -0.63 -0.11 0.72 0.01
O -1.711779 4.064131 4.444194 1.26 0.74 -1.34 0.10
O 2.761321 -0.240301 3.567935 -1.32 0.63 -1.31 0.10
O -5.590719 1.109433 -3.072648 -2.24 0.63 -0.24 0.09
O 1.672905 0.205198 1.606442 0.29 -0.23 1.05 0.00
O -2.001544 3.304496 -0.345258 0.85 -0.19 -0.24 0.02
O -7.126173 2.765918 -2.713474 0.70 -0.55 -0.25 0.03
O -0.261317 2.220731 -1.358981 -1.80 0.90 0.44 0.09
O 3.145523 -5.661909 -2.027113 2.58 1.19 0.54 -0.31
N 2.891305 -7.950613 -0.003949 -0.78 1.83 0.60 -0.15
C -1.457778 2.425174 -1.237053 1.97 -0.58 -0.17 -0.46
C 3.442798 -3.119133 -1.927061 -0.59 -1.12 0.30 -0.20
C 0.528947 0.973018 1.235511 -0.34 0.22 -0.54 -0.17
C 3.893334 -0.569761 -0.187057 -0.17 -0.85 -0.23 -0.11
C -8.491959 2.808270 -2.302848 -0.56 0.53 0.22 -0.17
C 3.912512 -4.558128 -2.624547 -1.42 0.70 -1.00 -0.27
C 6.744019 -8.057122 -0.030979 0.08 -0.68 -0.51 -0.25
C -3.730875 2.617270 -1.751266 -0.78 0.15 0.01 -0.18
C 0.702686 1.031061 3.581521 -0.62 -0.10 0.14 -0.08
C -3.423989 3.207208 -0.399706 -0.49 0.26 0.19 -0.16
C -0.825350 4.690970 3.887870 -1.35 -1.32 0.94 -0.46
C -0.028473 5.801236 4.503065 0.04 0.56 0.02 -0.09
C 4.931495 -1.334444 -1.220958 0.50 0.02 0.51 -0.25
C 5.874023 -7.415899 -1.307491 0.95 -1.03 -0.03 -0.34
C -2.541192 1.724977 -2.000012 -0.37 0.14 -0.38 -0.07
C 0.604940 6.443349 3.294807 0.36 0.85 0.01 -0.17
C -6.730421 1.463519 -2.819905 1.79 -0.76 -0.36 -0.45
C 1.823791 0.252446 2.962609 1.87 -0.76 0.76 -0.45
C -7.882379 0.547525 -2.536858 -0.43 -0.20 -0.22 -0.08
C -0.322594 1.042746 2.476049 -0.94 0.24 0.12 -0.16
C -9.065207 1.470044 -2.689444 -0.87 -0.29 -0.14 -0.17
C 0.724345 5.290348 2.332908 0.54 0.10 -0.64 -0.16
H -7.793041 0.165816 -1.516010 0.11 -0.09 -0.12 0.14
H -0.073375 7.200844 2.883586 0.13 -0.10 0.03 0.12
H -8.526545 2.978667 -1.221675 0.03 0.00 -0.08 0.13
H 2.295158 -2.940337 -2.196525 2.48 -0.34 0.42 0.14
H 5.072899 -4.708760 -2.641579 -1.97 0.37 0.35 0.11
H 6.544957 -6.684162 -1.948270 -1.11 -1.61 1.22 0.04
H 0.322662 0.531931 4.475872 0.38 0.22 0.03 0.13
H 1.935742 -7.685493 -0.385297 1.38 -0.48 0.55 -0.02
H 0.719956 5.373663 5.176006 -0.17 0.00 0.06 0.14
H 5.590215 -8.366081 -1.972188 0.59 2.09 1.14 0.06
H -7.918893 -0.273935 -3.256082 0.31 0.00 0.33 0.13
H 6.025641 -8.626168 0.727657 1.46 1.43 -1.53 0.07
H -9.927544 1.179807 -2.083402 0.10 0.13 -0.08 0.12
H -3.761866 2.565187 0.420547 0.06 0.04 -0.01 0.13
H 4.460872 -0.211067 0.779684 -1.08 -0.57 -2.02 0.09
H -3.757377 3.412747 -2.505936 -0.07 -0.12 0.11 0.13
H -3.866434 4.200204 -0.277962 0.26 -0.09 0.15 0.13
H 0.679363 5.621607 1.291340 -0.09 -0.32 0.13 0.13
H -0.949152 0.145292 2.546882 0.09 0.10 -0.02 0.13
H -9.003532 3.632632 -2.808162 0.32 -0.02 0.10 0.13
H 2.776001 -7.793851 1.042345 0.20 -0.30 -1.66 -0.04
H 1.561832 6.927323 3.507594 -0.11 -0.09 -0.12 0.12
H 0.006933 0.481407 0.409411 0.41 0.06 0.08 0.12
H 0.864054 1.961836 0.905195 -0.07 -0.15 -0.04 0.12
H 1.645088 4.717001 2.483477 -0.07 0.02 -0.03 0.13
H 5.722055 -0.532604 -1.610945 -1.83 -1.77 0.50 0.12
H 1.055831 2.038228 3.819672 0.04 -0.09 0.11 0.12
H 3.560231 -4.469471 -3.761403 0.92 -0.22 2.19 0.12
H 7.386776 -7.257462 0.531960 -1.39 -1.48 -0.99 0.05
H 5.551624 -2.203393 -0.703212 -1.34 1.90 -0.66 0.12
H -2.686542 0.726212 -1.579113 0.13 -0.01 -0.12 0.14
H -0.980158 1.915824 2.498316 0.11 -0.12 -0.08 0.10
H -9.381282 1.491202 -3.739522 0.02 0.02 0.18 0.12
H -0.674875 6.501579 5.037008 0.09 -0.39 0.18 0.13
H 7.482382 -8.899607 -0.440231 -1.38 1.80 0.87 0.05
H -2.299418 1.665969 -3.063721 0.18 -0.29 0.30 0.14
H 3.366998 0.323414 -0.752618 1.15 -1.75 1.22 0.09
H 3.040207 -1.311409 0.193324 2.02 1.63 -0.96 0.08
H -4.687857 2.089731 -1.783483 0.76 0.51 0.25 0.07
H 3.485187 -3.269896 -0.764841 0.10 0.37 -2.19 0.05
```
Positions in Å, forces in eV/Å.

=====

Record 3
# C22H40Cl4IrN2O9P2Si

A structure of composition C22H40Cl4IrN2O9P2Si (ωB97M-V/def2-TZVPD, the Open Molecules 2025 dataset).

Computed properties:
Total charge: +2
LUMO (spin up / spin down) (eV): -5.9 / -8.4
⟨S²⟩: 8.79
Spin multiplicity: 6
Kohn-Sham gap (spin up / spin down) (eV): 6.73 / 6.57

Structure (XYZ):
```
81
Properties=species:S:1:pos:R:3:forces:R:3:lowdin_spin:R:1
Ir -0.160091 -0.002453 -0.170050 0.30 0.15 -0.33 2.84
Cl -5.692795 -0.545498 4.808957 -0.08 0.03 0.08 0.14
Cl 0.657821 3.142323 -2.001744 0.01 0.13 -0.03 0.07
Cl 1.344220 0.328833 -3.642506 0.03 -0.01 -0.03 0.05
Cl -1.802038 1.258523 -3.242997 -0.01 -0.01 -0.05 0.07
P 3.282040 -0.101685 0.437398 -0.06 0.24 0.08 0.01
P 1.547753 0.831735 2.661135 0.11 0.01 0.08 0.01
Si 0.054248 1.233383 -2.361130 -0.13 -0.25 0.27 0.21
O 2.286002 2.190677 2.511794 -0.08 0.27 -0.02 0.00
O 0.032042 -1.936669 -1.239050 -0.08 -0.01 -0.03 0.17
O -2.162413 1.193834 0.001638 0.11 0.29 -0.15 0.14
O 4.386925 0.984421 0.451293 0.03 -0.11 -0.06 0.00
O -1.511774 -1.393162 0.967003 0.01 -0.11 -0.12 0.30
O 0.281254 0.733120 1.851409 -0.15 -0.23 0.00 0.11
O 3.969218 -1.401101 -0.075181 -0.01 -0.17 -0.01 0.00
O 1.205609 0.573827 4.153859 0.04 -0.05 -0.01 0.00
O 2.088528 0.364330 -0.339092 0.08 -0.20 -0.09 0.14
N -0.617990 -3.945198 -2.007038 -0.06 -0.04 -0.03 0.01
N -2.091448 -2.184000 -2.069566 0.12 0.11 0.12 0.01
C -2.446401 -1.165769 1.764257 -0.07 0.01 0.14 0.10
C -0.872061 -2.658115 -1.760080 -0.06 -0.09 0.05 0.02
C 1.910629 0.999077 5.388926 0.08 0.13 -0.01 0.00
C 3.404729 0.767941 5.297263 -0.02 -0.01 -0.11 0.00
C -3.116373 0.122571 1.894743 0.18 -0.03 -0.11 0.10
C 1.543163 2.430916 5.708494 -0.01 0.02 -0.09 0.00
C -4.477760 -0.788173 3.668623 0.02 0.05 -0.05 0.23
C 0.677248 4.038864 2.333787 0.03 -0.06 0.10 0.00
C -4.086631 0.287303 2.836319 -0.18 -0.01 0.24 0.05
C 3.893043 -3.711572 0.592442 0.10 0.01 0.03 0.00
C -1.531495 -4.867287 -2.672698 0.08 0.05 0.00 0.00
C 6.188697 1.907392 1.732629 0.00 0.07 0.02 0.00
C 2.753219 -0.399096 2.138110 -0.09 -0.09 0.02 0.00
C -2.886803 -2.243026 2.631372 0.08 0.10 -0.10 0.15
C 3.231032 -2.665325 -0.271655 0.00 0.03 -0.05 0.00
C -2.837672 1.258190 1.011424 -0.10 -0.16 0.16 0.05
C 3.263734 -2.970401 -1.750152 0.02 0.04 -0.06 0.00
C 1.806167 3.306360 1.644839 0.02 0.02 0.01 0.00
C 6.626995 0.591126 -0.384950 -0.01 0.04 -0.06 0.00
C -3.869164 -2.056903 3.547943 -0.06 0.03 0.06 -0.01
C 5.794408 0.739269 0.863972 -0.04 0.02 0.00 0.00
C 3.014541 4.163960 1.379571 0.10 0.04 -0.01 0.00
H 3.859664 1.055659 6.244964 -0.01 -0.01 0.00 0.00
H 1.462418 2.847617 0.719236 -0.02 -0.07 -0.01 0.00
H -1.841850 -4.481374 -3.645109 0.03 0.01 0.00 0.00
H 7.190828 1.740655 2.129687 -0.03 0.02 -0.01 0.00
H 2.719432 5.021996 0.772562 0.03 -0.04 0.02 0.00
H 0.300697 -4.256363 -1.743794 0.02 -0.02 -0.02 0.00
H 7.672478 0.452655 -0.106725 -0.02 0.00 -0.02 0.00
H 6.199250 2.829293 1.147985 0.00 -0.04 0.04 0.00
H 0.463948 2.578221 5.649380 0.05 -0.02 0.02 0.00
H 3.621091 -0.379018 2.799801 -0.04 -0.03 0.02 0.00
H -4.579578 1.248156 2.946103 -0.01 -0.09 0.03 0.00
H -2.388609 -3.198162 2.523957 0.00 0.05 -0.03 0.01
H 4.926187 -3.860775 0.273239 -0.04 -0.01 0.03 0.00
H 3.854031 1.388413 4.515586 -0.02 -0.03 0.06 0.00
H -2.411009 -5.075038 -2.061968 0.01 0.02 0.03 0.00
H 1.032193 4.529218 3.242437 -0.03 -0.01 -0.04 0.00
H 1.864489 2.662663 6.724379 0.00 0.00 -0.02 0.00
H 2.038030 3.123686 5.025474 -0.03 -0.03 0.04 0.00
H 6.546546 1.492701 -0.995193 0.02 -0.04 0.03 0.00
H -4.191340 -2.862782 4.194780 -0.01 0.04 -0.01 0.00
H 3.642137 -0.283534 5.123184 -0.02 0.05 0.01 0.00
H 3.432128 4.533367 2.318979 -0.02 0.01 -0.05 0.00
H 1.485362 0.331687 6.131669 -0.09 -0.08 0.02 0.00
H -3.307277 2.217291 1.271988 -0.09 -0.04 0.05 0.00
H 2.194562 -2.503846 0.038126 -0.02 0.05 0.05 0.00
H 3.895742 -3.420016 1.645193 -0.01 -0.02 -0.06 0.00
H 3.363530 -4.661390 0.501138 0.02 0.04 0.00 0.00
H 5.498087 2.031627 2.569841 0.04 -0.02 -0.04 0.00
H 0.287139 4.805232 1.662087 0.02 -0.02 0.02 0.00
H -2.762884 -2.752723 -2.555046 0.01 0.01 -0.03 0.00
H 5.812780 -0.186623 1.443278 -0.06 -0.05 0.01 0.00
H -2.243603 -1.188372 -2.062609 0.01 0.04 -0.07 0.00
H 4.296868 -2.997317 -2.101228 -0.05 -0.04 0.00 0.00
H 3.779563 3.602709 0.842312 -0.06 0.04 0.03 0.00
H 2.817640 -3.950834 -1.935048 0.03 0.04 0.00 0.00
H 6.307868 -0.266935 -0.976032 0.01 0.03 0.03 0.00
H 2.713026 -2.217811 -2.316675 0.03 -0.03 0.04 0.00
H -1.009717 -5.803404 -2.843465 0.01 -0.01 0.01 0.00
H 2.277027 -1.382143 2.212186 0.07 0.00 0.03 0.00
H -0.139398 3.360926 2.593500 0.04 0.04 -0.03 0.00
```
Positions in Å, forces in eV/Å.

=====

Total energy per entry: -995743.670, -60128.226, -124248.926 eV